Formula: C14H18Cl2N2PrS
Source: the OMol25 dataset
Level of theory: ωB97M-V/def2-TZVPD

Geometry as XYZ:
```
38
Properties=species:S:1:pos:R:3:lowdin_spin:R:1
Pr 1.546 1.028 2.075 2.02
Cl 0.004 2.702 0.839 -0.01
Cl 2.900 1.471 4.125 -0.01
C 2.977 -0.015 -1.476 0.00
H 2.832 0.609 -2.368 0.00
H 3.098 0.727 -0.585 0.00
C 0.195 -0.388 -2.111 0.00
C 1.465 -0.656 -2.660 0.00
H -0.140 -0.928 -1.257 0.00
C 1.819 -0.113 -4.054 0.00
H 1.871 -1.678 -2.507 0.00
C 1.365 1.345 -4.187 0.00
H 2.912 -0.194 -4.120 0.00
H 1.407 -0.639 -4.931 0.00
C -0.132 1.466 -3.825 0.00
H 1.938 2.002 -3.505 0.00
H 1.536 1.685 -5.206 0.00
C -0.512 0.843 -2.432 0.00
H -0.435 2.528 -3.871 0.00
H -0.710 0.910 -4.589 0.00
H -0.314 1.605 -1.633 0.00
H -1.613 0.663 -2.435 0.00
N 1.382 -1.391 1.567 0.00
C 0.240 -1.442 2.193 0.00
N -0.287 -0.273 2.677 0.00
C -1.506 -0.415 3.300 0.00
C -2.257 0.642 3.840 0.00
C -3.425 0.340 4.526 0.00
C -3.810 -1.018 4.664 0.00
C -3.028 -2.077 4.155 0.00
C -1.886 -1.758 3.429 0.00
S -0.762 -2.858 2.594 0.00
H 1.672 -2.275 1.102 0.00
H 3.609 -0.933 -1.536 0.00
H -1.866 1.659 3.719 0.00
H -4.041 1.155 4.958 0.00
H -4.730 -1.224 5.194 0.00
H -3.314 -3.107 4.331 0.00
```

Results
HOMO-LUMO gap (spin up / spin down)	3.488 / 3.499	eV
spin multiplicity	3
E_HOMO (spin up / spin down)	-1.17 / -1.17	eV
net charge	-1